{
  "formula": "C9H19Cl16NO2",
  "method": "ωB97M-V with the def2-TZVPD basis set",
  "total_charge": 0,
  "homo_energy_ev": -10.16,
  "e_lumo_ev": -0.41,
  "homo_lumo_gap_ev": 9.8,
  "relative_energy_kj_mol": 109.0,
  "elements": ["C", "N", "O", "O", "H", "H", "H", "C", "Cl", "Cl", "H", "H", "C", "Cl", "Cl", "H", "H", "C", "Cl", "Cl", "H", "H", "C", "Cl", "Cl", "H", "H", "C", "Cl", "Cl", "H", "H", "C", "Cl", "Cl", "H", "H", "C", "Cl", "Cl", "H", "H", "C", "Cl", "Cl", "H", "H"],
  "coordinates": [[-2.273, 14.906, 5.914], [-1.022, 14.540, 5.237], [-0.906, 14.761, 4.050], [-0.157, 14.046, 5.940], [-2.655, 13.972, 6.323], [-3.017, 15.394, 5.297], [-2.056, 15.549, 6.764], [0.770, 9.484, 5.274], [-0.242, 10.186, 4.030], [0.868, 7.715, 5.120], [1.746, 9.960, 5.291], [0.332, 9.730, 6.237], [1.095, 17.589, 7.135], [1.762, 16.072, 7.751], [2.388, 18.569, 6.435], [0.356, 17.390, 6.369], [0.657, 18.141, 7.959], [3.684, 14.117, 5.664], [5.425, 14.458, 5.572], [3.301, 12.456, 5.218], [3.389, 14.225, 6.699], [3.131, 14.792, 5.023], [-3.894, 10.624, 4.782], [-3.756, 12.307, 4.246], [-3.732, 9.497, 3.432], [-3.176, 10.431, 5.568], [-4.916, 10.499, 5.123], [4.697, 9.960, 7.244], [3.636, 8.511, 7.114], [6.133, 9.554, 8.215], [5.016, 10.197, 6.238], [4.143, 10.745, 7.737], [3.935, 13.850, 10.062], [4.420, 15.536, 9.857], [5.105, 12.807, 9.256], [3.791, 13.630, 11.119], [2.930, 13.703, 9.672], [0.034, 12.943, 7.776], [-1.209, 12.293, 6.657], [1.278, 11.729, 8.139], [0.496, 13.842, 7.384], [-0.450, 13.127, 8.727], [-0.383, 15.157, 12.193], [0.690, 14.966, 10.783], [0.529, 15.354, 13.689], [-0.941, 16.069, 12.027], [-0.970, 14.252, 12.265]],
  "lowdin_charge": [-0.02, -0.44, 0.09, -0.28, 0.01, 0.10, 0.10, -1.08, 0.52, 0.49, -0.03, -0.02, -0.98, 0.56, 0.53, 0.02, 0.03, -1.03, 0.52, 0.55, -0.05, 0.03, -1.02, 0.53, 0.51, 0.00, 0.02, -1.02, 0.49, 0.49, 0.01, -0.06, -1.05, 0.50, 0.55, 0.04, -0.05, -0.90, 0.70, 0.57, -0.04, 0.01, -0.99, 0.53, 0.52, 0.02, 0.03]
}